Entry 1:
A single C5H8N2 molecule in a non-equilibrium geometry. Source: the OMol25 dataset; level of theory: ωB97M-V/def2-TZVPD.

Each line ends with the Mulliken charge.
Positions of all 15 atoms, in Å:
N  0.72810  -1.01572  0.21853  0.400
N  0.19269  -0.95910  1.62419  -0.738
C  1.66471  -1.85282  -0.63974  -0.675
C  -0.70669  0.69144  0.30701  0.243
C  0.12677  -0.04100  -0.47752  -0.202
C  -1.47335  1.88717  -0.12543  -1.200
C  -0.58428  0.12889  1.58124  -0.215
H  1.40530  -2.91060  -0.69619  0.302
H  1.60092  -1.48421  -1.68424  0.189
H  -0.95314  0.70363  2.44052  0.367
H  -2.06355  1.65136  -1.01394  0.299
H  -2.15446  2.21985  0.65723  0.331
H  2.72558  -1.75738  -0.38383  0.289
H  0.31866  0.12105  -1.52937  0.348
H  -0.79557  2.70800  -0.36939  0.263

Relative energy (zero: lowest compared OMol25 entry of this formula, charge and spin)   41.5 kcal per mole
LUMO   0.9 eV
HOMO-LUMO gap   9.46 eV
SMILES   Cc1cnn(C)c1
Largest force on an atom   0.0540 Eh/bohr
Calculated total energy   -8293.19714 eV

Entry 2:
2 unconnected molecules or ions with the total composition C43H41N2Si in a non-equilibrium geometry. Source: the OMol25 dataset; level of theory: ωB97M-V/def2-TZVPD.

Each line ends with the Mulliken charge.
Positions of all 87 atoms, in Å:
Si  1.19912  -0.35804  3.47352  -0.110
N  0.64312  2.76118  -3.64230  0.049
N  -1.26956  1.29608  3.81054  -0.112
C  -3.48959  5.96053  2.23847  -0.947
C  0.12780  3.02435  -1.26420  -1.223
C  -0.62633  -2.76422  0.66662  -0.833
C  -3.47418  3.70200  1.39473  0.780
C  3.33663  1.05380  4.75338  0.129
C  -5.51818  4.62908  2.43793  -0.495
C  -2.10093  2.47120  -0.40846  0.589
C  2.07829  2.77166  -3.43180  -0.927
C  -2.18233  0.09996  5.74166  -0.864
C  2.67159  0.79040  3.53413  -0.058
C  -0.81141  3.03474  -0.23445  -0.439
C  -6.89969  0.65413  0.50941  -0.895
C  3.15372  1.36976  2.35494  -0.442
C  -2.41574  1.96022  -1.70147  -0.726
C  -2.82861  4.92213  1.55722  -0.188
C  -2.51868  1.05149  4.56362  -0.382
C  0.44846  -2.14123  1.32663  -0.427
C  3.87126  -3.43803  4.50143  -0.693
C  1.67197  -4.40367  4.54539  -0.767
C  4.69640  2.73270  3.65409  -0.511
C  -0.21065  2.58421  -2.58535  1.152
C  4.32577  2.04806  4.81457  -0.743
C  -5.84427  -0.05142  -0.07134  -1.375
C  -3.11502  2.51092  0.62440  1.301
C  -0.73330  -0.35476  5.49161  -0.265
C  -5.36590  2.32022  1.30466  -0.848
C  1.92078  -2.01082  4.10400  0.628
C  -0.15929  0.63880  4.45649  -0.034
C  -1.51923  2.04193  -2.75046  -0.905
C  0.16867  2.63281  -5.02018  -1.007
C  -4.85130  3.57809  1.81807  0.034
C  -4.55483  0.48231  -0.10075  0.567
C  -4.82229  5.82699  2.67020  -0.711
C  -1.88607  -2.16449  0.64549  -0.622
C  -6.66735  1.83432  1.22642  -0.212
C  -2.01615  -0.86693  1.17409  -1.131
C  1.11037  -3.14495  4.30026  -0.138
C  0.30384  -0.85526  1.88790  0.482
C  -0.86643  -0.14288  1.51635  0.241
C  4.15716  2.34864  2.42035  -0.656
C  -4.28985  1.66615  0.60397  -0.018
C  3.05785  -4.56484  4.62213  -0.541
C  3.30344  -2.17751  4.28466  -0.407
H  -2.95968  1.99189  4.90789  0.358
H  -6.54846  4.49916  2.78632  0.428
H  -6.03426  -1.02739  -0.52985  0.441
H  1.12109  3.42504  -1.05391  0.153
H  -0.07331  1.59086  -5.28239  0.354
H  3.09464  0.46893  5.65003  0.480
H  1.02567  -5.27105  4.67660  0.391
H  -0.44596  -3.74072  0.21222  0.410
H  -0.11477  -0.40938  6.39636  0.423
H  -2.87785  -0.75017  5.75193  0.378
H  3.95750  -1.30963  4.24055  0.310
H  -7.47561  2.32138  1.77264  0.432
H  1.39336  -2.66950  1.44941  0.544
H  4.79565  2.27684  5.77054  0.386
H  0.96133  2.99702  -5.67857  0.310
H  -0.72654  3.25014  -5.18230  0.369
H  -3.76139  -0.04628  -0.64392  0.739
H  -1.82948  5.04819  1.13479  0.431
H  -1.11802  2.28687  3.61034  0.274
H  -0.54656  3.48048  0.73265  0.343
H  5.43001  3.53620  3.70296  0.396
H  2.74053  1.03362  1.39367  0.394
H  -0.89977  0.94666  1.58332  0.247
H  0.42356  1.44684  4.94689  0.674
H  4.50791  2.81127  1.49693  0.391
H  2.44254  1.81185  -3.02074  0.336
H  -2.74257  -2.67447  0.20215  0.457
H  -3.42336  1.58731  -1.87438  0.727
H  -0.75701  -1.38409  5.09956  -0.333
H  0.02517  -3.06232  4.24297  0.298
H  -2.99477  -0.42468  1.35478  0.742
H  3.50705  -5.54855  4.76856  0.379
H  -2.97137  6.90800  2.41273  0.428
H  -5.29888  6.64492  3.19728  0.426
H  -2.28971  0.61017  6.70752  0.239
H  -1.82367  1.68515  -3.72466  0.466
H  2.36262  3.56058  -2.73091  0.312
H  2.58023  2.92983  -4.37196  0.314
H  -3.23658  0.55949  3.90069  0.039
H  4.95397  -3.52764  4.58323  0.386
H  -7.91076  0.26088  0.42376  0.427

Relative energy (zero: lowest compared OMol25 entry of this formula, charge and spin)   24.1 kcal per mole
LUMO   -5.4 eV
HOMO-LUMO gap   4.35 eV
Largest force on an atom   0.0480 Eh/bohr
Net charge   +1
Calculated total energy   -56106.56317 eV

Entry 3:
A molecular structure, C46H63BClIrO2P in a non-equilibrium geometry. Source: the OMol25 dataset; level of theory: ωB97M-V/def2-TZVPD.

Each line ends with the Mulliken charge.
Positions of all 115 atoms, in Å:
Ir  -0.25521  -0.26427  -0.09187  2.519
Cl  -3.42541  -6.88467  1.52298  -0.203
P  -1.93765  1.32201  -0.25769  0.424
O  2.54714  -0.48002  1.57646  -0.108
O  1.13035  1.33480  2.17316  -0.413
C  -2.77071  4.13981  -0.11268  -1.768
C  -4.22564  -0.31571  -0.72094  -1.517
C  2.13948  -4.20418  -2.59394  0.991
C  -2.76194  2.24387  -2.72616  -0.755
C  -1.95597  1.36782  -2.06361  -0.417
C  1.58417  -5.11872  -3.70265  -1.557
C  -1.14196  0.47438  -2.82690  -0.219
C  1.67074  -1.86101  -1.83352  -0.353
C  -0.63021  -1.61771  1.48468  -2.016
C  -1.71831  3.14820  0.41309  2.117
C  2.51219  2.16541  4.04960  -1.262
C  3.14172  0.29264  2.60799  0.661
C  4.30154  0.07845  3.27815  -2.100
C  -2.87519  -5.29392  1.16794  0.371
C  -3.02650  -3.45366  -2.88953  -1.440
C  -1.48852  -2.81732  1.34357  0.217
C  -3.35689  -4.22838  1.97215  -0.889
C  -2.62701  -3.07057  2.17319  -0.426
C  5.54523  2.81347  6.30582  -1.897
C  2.16060  1.02713  -3.26804  -1.369
C  -0.37430  3.55944  -0.26226  -1.273
C  -0.98202  -1.99239  -2.74088  0.748
C  3.61463  -3.75863  -2.79763  -1.454
C  3.28543  3.90428  6.48005  -1.661
C  -3.74474  0.77213  0.31983  2.347
C  4.72621  4.34424  4.48365  -1.590
C  -3.56393  0.20143  1.75922  -1.278
C  2.31744  1.37153  2.96221  0.458
C  -2.60895  2.49884  -4.11180  -1.319
C  3.81407  2.08269  4.69295  0.372
C  1.18804  -3.04518  -2.44571  -0.760
C  -4.89448  1.78075  0.42871  -2.036
C  1.85499  0.65984  -1.83520  1.459
C  -2.25123  -2.16580  -4.89091  -1.298
C  -0.42620  -0.70695  -2.25661  0.532
C  -1.81377  1.66074  -4.87846  -1.479
C  4.58687  1.01504  4.35406  -0.062
C  -1.08009  0.64785  -4.21354  -1.203
C  -1.13224  -3.85830  0.43286  0.232
C  0.99615  -0.62184  -1.80512  -0.002
C  -1.70432  3.27725  1.97431  -1.511
C  -0.13215  -3.07407  -2.89398  -0.549
C  -2.33977  -2.17319  -3.33442  0.766
C  3.18911  0.50530  -1.11617  -2.391
C  4.32516  3.30238  5.50646  2.045
C  -1.75558  -5.08216  0.38383  -0.776
B  1.32949  0.21304  1.26556  0.588
H  -3.18669  3.31370  -4.50509  0.494
H  -5.81374  1.24541  0.75188  0.495
H  3.88169  -0.08949  -1.73776  0.515
H  -5.12077  2.32482  -0.49532  0.320
H  -2.90560  -2.48705  3.04075  0.515
H  -4.54204  0.13986  -1.68203  0.240
H  -3.25033  -2.39305  -5.35575  0.425
H  -0.50224  -0.04829  -4.76225  1.657
H  -3.38018  -0.99697  -0.93615  -0.030
H  0.00186  4.50195  0.15927  0.568
H  -1.41040  -5.86608  -0.28995  0.409
H  -0.96325  -0.90837  2.24263  1.006
H  -1.57258  -2.99026  -5.23936  0.274
H  5.25403  1.93658  6.98958  0.367
H  5.57986  4.02952  3.91299  0.379
H  1.28081  1.52717  -1.51063  -0.436
H  -3.05391  -1.37914  -3.00043  -0.378
H  -0.48277  3.59297  -1.35972  0.242
H  3.14197  0.09898  -0.13222  0.607
H  -4.26890  -4.34560  2.57233  0.381
H  2.69342  -1.87484  -1.45580  -0.064
H  2.38116  4.38913  6.02521  0.290
H  -2.88157  -0.60846  1.75591  -0.393
H  -4.53785  -0.14293  2.14320  0.616
H  5.50608  0.84877  4.92216  0.338
H  -5.00764  -0.90502  -0.24999  0.700
H  4.96605  -0.73859  3.14610  0.584
H  -2.45369  -4.34873  -3.20032  0.250
H  3.67413  -3.08480  -3.65402  0.361
H  3.88515  4.46804  3.79127  0.338
H  -3.06979  -3.49081  -1.81164  0.250
H  -0.36450  -3.65277  -0.28988  0.269
H  -1.83546  -1.21762  -5.29814  0.321
H  -4.08237  -3.49465  -3.23278  0.474
H  3.74021  4.65763  7.15443  0.425
H  -3.80044  3.97465  0.30347  0.263
H  2.05409  -4.77132  -1.60558  0.124
H  0.36991  2.76263  -0.04882  0.063
H  -3.15877  0.96334  2.47593  0.040
H  4.31187  -4.60853  -2.95977  0.396
H  1.31203  -4.55537  -4.58385  0.395
H  -4.69974  2.52436  1.21778  0.504
H  3.91027  -3.18627  -1.95396  0.446
H  -2.76257  3.08619  2.35585  0.290
H  2.31187  -5.85461  -3.99745  0.433
H  6.34202  2.46074  5.67957  0.422
H  2.91157  3.15461  7.15902  0.430
H  -3.54895  2.71870  -2.17308  0.608
H  1.24545  1.20965  -3.87917  0.261
H  -2.82083  4.25576  -1.19520  0.379
H  0.35651  -2.00915  1.80726  0.760
H  2.70911  2.00214  -3.25147  0.451
H  5.97814  3.59455  6.93369  0.413
H  -1.77221  1.85342  -5.95765  0.431
H  -0.44495  -3.87726  -3.52980  0.561
H  -1.42376  4.28434  2.30584  0.509
H  0.67133  -5.66866  -3.40285  0.309
H  4.90920  5.28362  5.03730  0.444
H  2.76616  0.25836  -3.75317  0.284
H  1.75606  2.86910  4.39195  0.318
H  -1.00080  2.57813  2.50437  0.160
H  3.69148  1.48170  -1.03045  0.395
H  -2.43400  5.08804  0.29955  0.605

Relative energy (zero: lowest compared OMol25 entry of this formula, charge and spin)   0.0 kcal per mole
Spin multiplicity   5
LUMO (alpha / beta)   -2.5 / -5.8 eV
HOMO-LUMO gap (alpha / beta)   6.71 / 4.92 eV
Largest force on an atom   0.0538 Eh/bohr
Net charge   +1
Calculated total energy   -78137.23562 eV